Formula: C44H121N11O11
Source: OMol25
Level of theory: ωB97M-V/def2-TZVPD

Structure (XYZ):
```
187
Properties=species:S:1:pos:R:3:forces:R:3
C -17.9885 -0.8485 23.0638 -1.64 1.14 0.33
O -18.7121 -0.5272 24.3206 1.44 -0.36 -0.50
C -19.9485 0.1531 24.2420 -0.96 -0.96 -1.33
C -20.8847 0.0034 25.4737 1.34 0.51 0.42
C -21.6282 -1.3447 25.5554 0.10 0.25 0.65
N -21.7815 1.1450 25.6333 -1.11 -0.34 -0.39
H -17.7816 0.0092 22.4238 0.41 0.86 0.69
H -18.6331 -1.3472 22.3400 -0.23 -1.04 0.51
H -17.0474 -1.3612 23.2628 -0.47 -0.09 0.36
H -19.8856 1.2141 24.0003 0.55 0.22 0.12
H -20.4873 -0.3118 23.4164 -0.34 0.10 -0.52
H -20.1806 0.1055 26.2995 -0.08 -0.42 0.43
H -22.1806 -1.6159 24.6557 0.31 0.05 -0.25
H -22.3650 -1.3813 26.3579 -0.09 0.59 0.09
H -20.9512 -2.1398 25.8678 0.27 -0.04 -0.61
H -21.4112 2.0847 25.6293 0.75 -0.26 0.10
H -22.4893 1.1564 24.9129 -0.25 -0.18 -0.10
C -21.0514 -10.1146 14.1170 0.96 0.00 -0.75
O -21.2529 -11.2181 13.2412 -1.00 -0.80 1.74
C -22.4174 -11.9625 13.6503 -1.20 -0.01 -2.26
C -22.4199 -13.2739 12.9033 -0.35 -1.56 0.22
C -23.6430 -14.1633 13.2615 -0.95 1.12 -1.17
N -21.2845 -14.0846 13.2358 0.54 -0.06 0.00
H -20.2775 -10.3396 14.8509 -0.15 -0.20 0.33
H -21.9705 -9.7974 14.6097 0.03 0.17 -0.15
H -20.6114 -9.3551 13.4708 -0.33 0.45 0.23
H -22.7171 -12.1563 14.6802 1.14 0.44 0.60
H -23.2679 -11.4495 13.2013 -0.39 0.56 0.27
H -22.3205 -13.0455 11.8421 -0.56 -0.03 -0.20
H -24.4792 -13.7553 12.6937 -0.46 0.07 0.30
H -23.9212 -14.1764 14.3153 0.25 0.37 0.16
H -23.6379 -15.2103 12.9586 0.84 0.09 -0.22
H -21.5505 -14.4658 14.1324 0.90 -0.21 0.43
H -20.5354 -13.4116 13.3138 0.74 -0.39 0.46
C -14.9875 -11.6595 25.8453 -0.88 -0.74 -0.59
O -15.6022 -12.2512 24.6540 1.73 -0.05 0.17
C -14.6347 -12.6231 23.6352 -1.25 1.36 0.65
C -13.8013 -11.3962 23.1338 -1.71 -0.64 1.65
C -13.4552 -11.5410 21.7302 0.00 -0.25 -1.42
N -12.6576 -11.2313 23.9382 2.57 0.17 1.20
H -15.6039 -12.0504 26.6548 -0.14 0.61 0.14
H -14.9882 -10.5747 25.7387 -0.16 -0.01 0.29
H -13.9682 -11.9620 26.0852 0.09 -0.27 -0.58
H -14.0284 -13.4438 24.0186 0.51 0.07 0.03
H -15.2502 -13.0388 22.8375 0.05 0.14 -0.12
H -14.3272 -10.4649 23.3439 -0.95 -0.18 -0.43
H -14.3822 -11.7413 21.1930 0.33 -0.04 -0.62
H -12.7446 -12.3663 21.6868 -0.10 -0.27 -0.56
H -12.9504 -10.6517 21.3528 -0.11 0.04 -0.18
H -12.1440 -12.0913 24.0677 -0.20 -0.59 0.24
H -11.9838 -10.7310 23.3762 0.24 0.71 0.11
C -9.5144 -5.4826 20.6100 -0.41 0.96 0.84
O -10.2051 -6.2369 21.5980 0.16 -0.44 0.98
C -11.3235 -5.6090 22.3018 0.27 0.10 -2.43
C -12.1711 -6.6297 23.0826 -0.88 2.76 -2.95
C -13.5509 -6.0340 23.2343 -1.04 0.31 -0.59
N -11.6044 -6.8632 24.3303 1.45 -1.53 1.00
H -10.0849 -5.2959 19.7001 -0.23 -0.56 -0.24
H -8.5359 -5.9177 20.4067 -0.32 -0.38 -0.03
H -9.3132 -4.4708 20.9619 0.14 0.22 0.36
H -11.0546 -4.6998 22.8395 0.48 -0.26 0.60
H -11.9001 -5.2299 21.4581 -0.76 0.09 0.06
H -12.2605 -7.4345 22.3530 0.15 -0.79 0.29
H -14.0989 -6.5750 24.0057 -0.14 0.19 0.03
H -14.1176 -6.0654 22.3037 -0.06 -0.66 -0.18
H -13.6060 -4.9573 23.3947 0.55 0.05 0.82
H -11.9832 -7.7420 24.6533 -0.36 -0.16 0.68
H -10.6848 -7.1623 24.0385 0.95 0.06 0.75
C -20.3975 -8.7799 21.5009 0.20 0.84 -0.16
O -20.8716 -7.4381 21.6226 -0.92 -0.43 -0.23
C -21.1641 -6.7699 20.3963 1.33 -0.24 0.28
C -22.3917 -7.2717 19.6009 -0.37 2.99 1.47
C -22.5343 -6.5265 18.2776 0.44 0.16 -0.62
N -23.6465 -6.8810 20.3793 0.23 -1.54 0.04
H -19.3124 -8.7410 21.5968 0.13 -0.31 0.50
H -20.5431 -9.2221 20.5154 -0.53 0.00 -0.07
H -20.9029 -9.3511 22.2796 0.36 -0.23 -0.12
H -21.1878 -5.7265 20.7107 -0.92 0.17 -0.19
H -20.2256 -6.7653 19.8420 0.06 -0.47 -0.82
H -22.3102 -8.3374 19.3870 -0.39 0.00 0.47
H -23.1047 -7.1701 17.6078 -0.22 0.47 -0.14
H -21.6193 -6.2332 17.7629 0.56 -0.77 0.11
H -22.9626 -5.5284 18.3691 -0.72 -0.27 0.37
H -23.6049 -7.2079 21.3341 0.21 -0.93 0.11
H -23.7486 -5.9004 20.5988 0.56 0.56 -1.02
C -15.8978 -4.1553 18.1441 0.70 -0.16 0.47
O -15.8891 -5.5660 18.3041 -0.53 0.33 0.18
C -16.0182 -6.2110 17.0443 0.97 -1.21 0.86
C -15.5931 -7.7125 17.2504 -2.30 1.27 1.35
C -15.5457 -8.3925 15.9702 2.43 -0.85 -2.33
N -16.6539 -8.4133 17.9620 -0.87 0.53 0.86
H -15.0254 -3.9288 17.5311 -0.35 0.53 -0.63
H -15.6962 -3.6256 19.0752 -0.08 -0.55 0.42
H -16.8553 -3.7625 17.8021 0.04 -0.10 -0.57
H -17.0332 -6.1309 16.6550 -0.16 -0.10 -0.05
H -15.3135 -5.7544 16.3494 0.05 0.08 -0.29
H -14.7121 -7.6965 17.8921 0.65 -0.01 -0.63
H -16.4296 -8.3452 15.3341 -0.07 0.29 0.36
H -15.2344 -9.4357 16.0248 -0.43 -0.32 0.46
H -14.6753 -8.0051 15.4406 -0.10 0.38 -0.67
H -16.4416 -9.3869 18.1268 0.20 -0.04 -0.05
H -16.8045 -7.9703 18.8571 -0.15 -0.07 0.26
C -12.4951 0.9999 21.8415 0.41 -0.92 -1.85
O -13.0020 2.2770 21.6330 -1.27 1.78 1.37
C -12.2353 3.3356 22.2677 0.10 -0.59 -0.50
C -12.7749 4.8348 22.2513 0.80 -0.35 -1.43
C -13.0776 5.4137 20.8252 0.39 -1.25 0.06
N -11.6569 5.6589 22.7649 -0.34 0.08 0.08
H -12.2174 0.5878 22.8116 -0.29 0.81 0.57
H -11.6320 0.8859 21.1856 0.66 -0.09 0.12
H -13.2031 0.3127 21.3782 -0.31 -0.02 0.29
H -12.0188 3.0379 23.2937 -0.36 0.15 0.42
H -11.2717 3.1968 21.7774 0.40 1.11 -0.16
H -13.6825 4.9663 22.8404 -0.08 -0.45 0.20
H -13.9093 4.8852 20.3592 -0.26 0.19 0.19
H -12.2480 5.2387 20.1401 0.33 -0.13 0.21
H -13.2272 6.4928 20.7891 -0.32 -0.04 0.45
H -11.9461 6.6190 22.6436 0.14 0.29 -0.31
H -11.5428 5.6140 23.7674 -0.02 -0.58 0.28
C -13.6524 0.6394 16.3711 -2.05 -0.43 -0.58
O -13.7710 -0.2316 15.2510 2.36 -1.01 -0.44
C -15.0630 -0.4971 14.7579 -0.49 0.01 1.47
C -15.1011 -1.4758 13.5517 1.41 0.30 -0.93
C -16.4470 -1.8859 12.9560 -0.68 1.36 1.39
N -14.2473 -2.6935 13.7308 -0.46 0.93 0.26
H -12.6589 0.6201 16.8191 -0.07 0.16 -0.56
H -14.3886 0.3659 17.1269 0.07 -0.58 0.49
H -14.0747 1.5995 16.0746 0.84 0.68 -0.07
H -15.5853 -0.8761 15.6363 -0.73 -0.44 -0.06
H -15.4388 0.5121 14.5897 -0.90 -0.14 -0.89
H -14.6153 -0.8932 12.7690 0.11 0.33 -0.27
H -16.9680 -0.9644 12.6959 -0.12 0.15 -0.16
H -17.0637 -2.3117 13.7475 -0.06 -0.55 -0.20
H -16.4495 -2.4842 12.0449 0.52 -0.22 0.33
H -14.1042 -2.9768 12.7719 -0.06 -0.63 -0.19
H -13.3345 -2.3272 13.9601 0.37 -0.02 0.48
C -8.5801 -5.0745 12.9012 -0.58 -0.45 0.36
O -9.1623 -4.0084 13.6147 0.54 0.37 -0.62
C -9.5485 -4.2725 14.9239 -0.96 -1.41 0.78
C -10.0198 -2.9756 15.5011 1.04 1.18 -1.00
C -8.8512 -2.0093 15.6950 -0.79 0.73 0.20
N -10.9253 -2.9901 16.6534 -0.05 -0.53 -0.63
H -8.3615 -4.7684 11.8782 0.31 0.32 0.30
H -9.2887 -5.8961 12.7966 -0.26 -0.24 0.10
H -7.7239 -5.4711 13.4470 0.37 0.08 -0.23
H -10.4036 -4.9476 14.9597 -0.62 -0.32 -0.47
H -8.8569 -4.8614 15.5264 1.00 0.43 0.02
H -10.6025 -2.6302 14.6471 0.03 0.49 -0.24
H -9.2235 -1.1053 16.1770 -0.11 0.00 0.35
H -8.4993 -1.6133 14.7424 0.47 -0.60 -0.03
H -8.0806 -2.4228 16.3456 0.16 -0.04 -0.26
H -11.6006 -2.3301 16.2948 -0.42 0.72 0.84
H -11.4707 -3.8247 16.4915 -0.23 -0.71 0.55
C -12.0645 -13.3380 15.7966 -1.74 -0.11 -1.50
O -13.3537 -13.2175 15.1185 0.37 -0.64 0.12
C -13.8509 -14.4173 14.5135 -0.22 0.68 -0.42
C -15.1970 -14.1092 13.8883 -0.62 0.50 -1.98
C -15.0717 -13.2777 12.5496 -0.73 -0.05 1.37
N -16.0665 -13.3736 14.7897 0.41 -0.03 -0.19
H -11.7020 -12.3126 15.8689 0.06 -0.23 0.42
H -11.4304 -13.9017 15.1123 0.42 -0.14 0.39
H -12.2563 -13.8485 16.7404 0.53 0.12 0.13
H -13.2223 -14.7535 13.6889 0.58 -0.18 0.20
H -14.0725 -15.2475 15.1843 0.67 0.01 0.67
H -15.7278 -15.0503 13.7451 0.30 -0.27 -0.55
H -16.0526 -12.8999 12.2613 -0.24 -0.43 -0.05
H -14.6289 -13.7781 11.6884 0.26 -0.01 0.31
H -14.5705 -12.3543 12.8398 0.64 -0.06 -0.31
H -15.9606 -13.9217 15.6315 -0.46 0.34 0.76
H -15.5204 -12.5361 14.9328 -0.26 0.55 0.64
C -12.6132 -10.7132 6.8685 -0.74 -0.14 -0.70
O -12.3526 -9.5545 7.6373 -0.65 -0.61 1.71
C -13.4690 -9.1238 8.5052 1.05 -0.23 -0.91
C -13.0332 -8.2923 9.6830 -0.55 0.60 0.21
C -14.2746 -7.8308 10.4235 0.13 -0.76 0.31
N -12.2472 -7.1418 9.2673 0.42 -0.68 0.79
H -11.7240 -11.2900 6.6138 0.38 0.61 0.09
H -13.1365 -10.4338 5.9540 0.22 0.18 -0.42
H -13.2867 -11.4739 7.2635 -0.14 0.22 1.00
H -14.0391 -8.4548 7.8606 -0.70 -0.20 0.05
H -14.0529 -9.9300 8.9492 -0.08 -0.49 -0.74
H -12.4118 -8.8600 10.3756 0.01 -0.25 -0.02
H -14.9448 -7.3103 9.7394 -0.05 0.24 0.23
H -13.9703 -7.2363 11.2850 -0.17 0.29 -0.25
H -14.7777 -8.7112 10.8233 -0.36 0.01 0.00
H -12.6288 -6.8168 8.3905 0.40 0.12 -0.34
H -11.3947 -7.6672 9.1358 0.83 1.08 -1.00
```
Forces are in eV/Å.

Summary:
Gap between HOMO and LUMO: 9.2 eV
Net charge: 0
Molar mass: 980.5 Da
SMILES: COC[C@H](C)N.COC[C@H](C)N.COC[C@H](C)N.COC[C@H](C)N.COC[C@H](C)N.COC[C@H](C)N.COC[C@H](C)N.COC[C@H](C)N.COC[C@H](C)N.COC[C@H](C)N.COC[C@H](C)N
Relative energy (zero: lowest compared OMol25 entry of this formula, charge and spin): 188.4 kcal per mole

Results of the Löwdin charge analysis, in e, for atoms 1 through 5: C -0.06; O -0.19; C -0.23; C -0.42; C -0.06

---

Formula: C28H15Cl5GeN3O2Tc
Source: OMol25
Level of theory: ωB97M-V/def2-TZVPD

Structure (XYZ):
```
55
Properties=species:S:1:pos:R:3:forces:R:3
Tc 0.6470 -1.7303 -1.4697 -0.21 -0.34 0.24
Cl 7.4612 -4.5713 -0.9495 0.01 0.00 0.00
C 5.8539 -3.9832 -0.7328 0.00 0.00 -0.01
C 5.0872 -3.6104 -1.8303 0.00 0.00 -0.04
Cl 5.7374 -3.7304 -3.4233 0.00 0.00 0.02
C 3.7951 -3.1429 -1.6471 -0.05 0.03 -0.08
Cl 2.8211 -2.6827 -3.0157 0.04 -0.04 0.15
C 3.2070 -3.0183 -0.3739 -0.14 0.01 0.00
O 2.0054 -2.5882 -0.1796 0.16 0.06 -0.09
C 4.0121 -3.4018 0.7232 0.04 -0.02 0.01
Cl 3.3232 -3.2526 2.2935 0.01 0.00 -0.04
C 5.3022 -3.8731 0.5453 -0.01 0.00 0.02
Cl 6.2442 -4.3272 1.9164 0.00 0.00 0.00
O -0.4052 -1.6748 -3.0654 -0.18 0.40 -0.41
N -1.7838 -1.4351 -3.0136 0.30 -0.36 -0.14
C -2.3583 -2.5343 -2.4100 -0.07 0.05 0.16
C -3.7523 -2.5584 -2.1985 0.02 -0.06 -0.12
N -4.8980 -2.5733 -2.0311 -0.01 0.02 0.04
C -1.5350 -3.5244 -1.8415 -0.15 0.13 0.06
N -0.7432 -4.2429 -1.3783 0.11 -0.03 0.00
C -0.0263 -0.4644 -0.6109 0.18 0.19 0.22
Ge -0.7718 1.0920 0.3034 -0.02 -0.12 -0.08
C -2.4136 0.4988 1.1408 -0.10 -0.05 -0.03
C -3.2560 -0.3393 0.4086 -0.03 0.01 0.05
C -4.4664 -0.7642 0.9399 0.06 0.01 -0.04
C -4.8398 -0.3510 2.2111 -0.07 -0.04 0.01
C -4.0121 0.4834 2.9469 0.04 0.04 0.04
C -2.8022 0.9081 2.4134 0.01 0.02 0.03
C 0.5391 1.6811 1.6114 0.06 0.05 0.06
C 0.7234 0.9457 2.7827 -0.02 0.00 -0.01
C 1.6941 1.3101 3.7036 -0.01 -0.03 0.02
C 2.4949 2.4175 3.4656 0.05 0.02 0.03
C 2.3284 3.1545 2.3033 -0.02 0.00 -0.03
C 1.3578 2.7852 1.3808 0.01 -0.01 0.01
C -1.0870 2.4222 -1.0754 -0.03 0.05 -0.08
C -1.2411 2.0160 -2.4016 -0.01 0.04 0.04
C -1.5189 2.9513 -3.3898 0.00 -0.03 -0.02
C -1.6459 4.2934 -3.0672 -0.01 0.05 -0.04
C -1.5052 4.7069 -1.7501 0.00 -0.01 0.03
C -1.2305 3.7736 -0.7605 0.01 0.00 0.02
H -2.9701 -0.6690 -0.5847 0.01 0.02 0.02
H -5.0996 -1.4154 0.3509 0.00 0.00 0.00
H -5.7814 -0.6827 2.6320 0.00 0.00 -0.01
H -4.3073 0.8033 3.9391 0.01 0.00 0.00
H -2.1595 1.5589 2.9969 0.00 0.00 0.00
H 0.1102 0.0720 2.9750 0.00 0.00 -0.01
H 1.8309 0.7243 4.6040 0.00 0.00 0.00
H 3.2550 2.7009 4.1832 0.00 0.00 0.00
H 2.9592 4.0134 2.1103 0.00 0.00 -0.01
H 1.2464 3.3592 0.4684 0.00 0.00 -0.01
H -1.1720 0.9673 -2.6674 0.02 -0.05 -0.01
H -1.6432 2.6230 -4.4141 0.00 -0.01 0.00
H -1.8630 5.0193 -3.8416 0.00 0.00 0.00
H -1.6145 5.7536 -1.4937 0.00 0.00 0.01
H -1.1328 4.1065 0.2678 0.00 0.00 0.00
```
Forces are in eV/Å.

Summary:
2S+1: 4
Gap between HOMO and LUMO (spin up / spin down): 5.4 / 7.7 eV
Net charge: -1
Molar mass: 773.3 Da
Relative energy (zero: lowest compared OMol25 entry of this formula, charge and spin): 0.7 kcal per mole

Results of the Löwdin charge analysis, in e, for atoms 1 through 5: Tc 1.32; Cl 0.65; C -0.72; C -0.71; Cl 0.67